Here is a structure of composition C16H16DyN4O3S4Sb at a distorted geometry from OMol25. Energies are from wB97M-V/def2-TZVPD.

Geometry as XYZ:
```
45
Properties=species:S:1:pos:R:3:forces:R:3:lowdin_charge:R:1
Dy 0.36460 0.35501 -1.64671 -0.6 0.1 0.4 1.16
O 0.93048 -1.50924 -2.53176 -0.1 -0.6 0.1 -0.32
C 0.64823 -2.77671 -2.28633 0.6 0.9 -0.4 -0.37
C 0.33212 -3.61579 -3.36013 -0.4 -0.6 -0.7 -0.01
C 0.10301 -4.97578 -3.18996 0.1 0.9 0.3 -0.10
C 0.21992 -5.53075 -1.91824 0.0 -0.1 0.3 -0.13
C 0.57759 -4.72117 -0.84721 -0.3 0.3 -1.1 -0.07
C 0.76483 -3.34251 -0.99891 0.1 0.0 -0.1 -0.15
C 1.18551 -2.53874 0.14170 0.1 -0.7 0.3 -0.11
N 1.07711 -1.28216 0.22036 0.1 1.3 0.3 -0.07
N 1.53640 -0.63884 1.39622 -0.1 0.0 -0.4 0.07
C 1.85797 0.61110 1.10851 -0.7 -1.4 -0.1 -0.52
O 1.90957 1.10707 -0.06560 0.4 -0.2 -0.4 -0.24
C 2.02517 1.55757 2.24270 0.2 0.6 0.1 -0.13
C 1.99326 2.88119 1.82143 -0.2 0.4 -0.1 -0.03
C 1.99004 3.92862 2.72317 0.1 0.5 -0.4 -0.09
C 2.06524 3.67641 4.07027 0.0 -0.4 0.7 -0.12
C 2.15267 2.35755 4.51348 -0.4 -0.1 0.1 -0.11
C 2.09982 1.30066 3.62042 0.1 0.1 -0.6 -0.04
H 0.22404 -3.15717 -4.34426 0.0 0.0 0.3 0.11
H -0.18424 -5.57838 -4.03904 0.0 -0.1 -0.1 0.09
H 0.00125 -6.58007 -1.76470 0.1 -0.1 0.1 0.08
H 0.66712 -5.15193 0.11565 0.1 -0.3 0.9 0.08
H 1.64705 -3.08035 0.96540 0.0 -0.1 0.3 0.11
H 1.86275 3.08218 0.76017 0.2 -0.1 0.3 0.12
H 1.92075 4.94415 2.33621 0.0 -0.1 0.2 0.10
H 2.00165 4.46016 4.81069 0.1 0.2 0.0 0.09
H 2.13997 2.12885 5.57722 0.1 0.1 -0.1 0.09
H 2.07845 0.29889 4.00318 0.0 -0.4 -0.1 0.10
S -0.42972 2.01754 -3.63350 0.0 0.1 -0.2 -0.22
Sb -2.50184 0.72974 -3.89163 1.1 0.0 1.1 -0.15
S -2.05606 -0.74802 -5.56814 -0.5 0.2 -0.1 -0.32
S -2.22491 -0.41597 -1.75372 -0.3 0.0 -0.3 -0.13
S -4.25267 2.21280 -3.62509 0.1 -0.3 -0.2 -0.32
C -2.40566 0.59052 1.70471 0.3 0.0 -0.2 -0.10
N -2.74929 1.74543 0.87177 0.3 -0.4 0.5 0.02
C -1.77009 2.19604 0.03508 0.7 -0.2 -0.9 -0.66
N -2.10848 3.07516 -0.94150 -0.5 0.0 0.2 0.14
O -0.56908 1.83814 0.13858 -0.9 0.0 0.4 -0.14
H -3.27937 0.20366 2.20116 -0.6 0.1 0.1 0.07
H -1.69694 0.87050 2.48564 0.1 0.0 -0.2 0.08
H -2.00431 -0.23161 1.10277 0.2 0.2 0.1 0.04
H -3.68585 1.72071 0.49343 0.2 0.1 -0.2 0.13
H -3.02072 2.90847 -1.34428 -0.4 0.2 -0.1 0.00
H -1.43736 3.07704 -1.70923 0.2 0.0 0.0 -0.02
```
Forces are in eV/Å.

Molar mass (g mol⁻¹): 724.86
2S+1: 6
LUMO level (spin up / spin down) (Ha): 0.16379 / 0.16380
Total charge: -2
Expectation value of S²: 9.335
HOMO-LUMO gap (spin up / spin down) (eV): 6.46 / 6.46
E_tot (Eh): -3782.44120



Here is a structure of composition C16H16ClGaNO8 at a distorted geometry from OMol25. Energies are from wB97M-V/def2-TZVPD.

Geometry as XYZ:
```
43
Properties=species:S:1:pos:R:3:forces:R:3:nbo_charge:R:1
O 1.70938 -4.29693 1.60382 2.2 2.4 -0.3 -0.34
N 1.98864 -3.31786 0.91328 -2.5 -4.7 1.2 0.38
O 1.13289 -3.43920 -0.15137 0.1 2.8 -0.4 -0.38
C 0.83746 -2.00591 -0.48046 1.1 1.5 -2.5 -0.61
Ga 0.01808 -0.95872 1.10156 0.6 -0.8 1.0 1.14
Cl -0.65073 1.11276 0.36053 0.0 -0.1 -0.1 -0.63
C -1.41740 -1.98167 2.18304 -1.4 -0.2 0.8 -0.93
C -2.38952 -2.96210 1.29954 -1.5 -0.6 0.4 -0.52
C -2.73079 -2.42496 -0.21155 1.3 -0.7 -4.6 0.80
O -2.17323 -2.87145 -1.33982 -3.2 2.6 6.8 -0.62
O -3.79196 -1.38639 -0.32400 3.1 -1.9 0.8 -0.78
H 0.25582 -1.92956 -1.49298 1.1 -0.7 1.9 0.21
H 1.91004 -1.52402 -0.68680 -2.2 -0.8 0.3 0.18
H 1.24365 -0.67843 2.13915 -1.0 -0.1 -0.3 -0.31
H -0.92600 -2.61711 3.06529 -1.0 1.2 -2.1 0.23
H -2.10702 -1.18446 2.74059 1.3 -1.7 -1.2 0.21
H -2.01486 -4.09266 1.24580 -0.5 2.7 -0.2 0.24
H -3.43150 -3.02132 1.87734 2.0 0.1 -1.5 0.21
H -3.42411 -0.54956 -0.76106 -0.5 -1.6 0.4 0.52
C -1.41320 1.91972 -4.56711 0.0 0.0 0.4 -0.24
C -1.75372 1.76703 -3.28374 0.3 0.3 -0.2 -0.20
C -2.85840 0.87245 -2.88549 -0.1 -0.2 0.7 0.50
O -3.17206 0.73362 -1.71125 0.3 0.7 -1.1 -0.50
C -3.57073 0.15231 -3.95965 -0.1 -0.2 -0.4 -0.21
C -3.23021 0.30501 -5.24302 -0.3 -0.2 0.4 -0.24
C -2.12552 1.19959 -5.64127 0.3 0.1 -0.7 0.48
O -1.81187 1.33841 -6.81552 -0.2 -0.1 0.6 -0.50
H -0.60599 2.57244 -4.87635 0.0 0.0 0.0 0.23
H -1.24049 2.28765 -2.48413 0.0 -0.1 0.1 0.25
H -4.37794 -0.50040 -3.65041 0.1 0.0 0.1 0.24
H -3.74344 -0.21562 -6.04263 0.0 0.0 0.0 0.23
C 3.14462 3.46599 2.68609 -0.1 -0.3 -0.1 -0.25
C 2.78919 2.27790 2.18765 0.0 0.4 -0.1 -0.20
C 3.44123 1.03228 2.63764 -0.3 -0.9 -0.4 0.43
O 3.11793 -0.05539 2.18052 1.2 1.1 0.2 -0.43
C 4.49950 1.15023 3.66036 0.1 0.3 0.4 -0.19
C 4.85493 2.33832 4.15880 0.1 -0.4 0.0 -0.26
C 4.20289 3.58393 3.70881 0.0 0.6 0.1 0.48
O 4.52619 4.67160 4.16593 -0.1 -0.4 -0.1 -0.53
H 2.67702 4.38926 2.36643 0.0 0.0 0.0 0.23
H 2.01429 2.17469 1.43752 -0.1 -0.1 0.0 0.26
H 4.96710 0.22696 3.98002 0.0 0.0 0.0 0.23
H 5.62983 2.44153 4.90893 0.0 0.0 0.0 0.22
```
Forces are in eV/Å.

Molar mass (g mol⁻¹): 455.48
2S+1: 1
LUMO level (Ha): 0.00918
Total charge: -1
HOMO-LUMO gap (eV): 5.33
E_tot (Eh): -3660.77834



Here is the ion C7H13N2 with charge +1 at a distorted geometry from OMol25. Energies are from wB97M-V/def2-TZVPD.

Geometry as XYZ:
```
22
Properties=species:S:1:pos:R:3:forces:R:3:nbo_charge:R:1
C -0.48423 1.00423 -1.28235 -4.1 3.2 1.5 -0.30
C 0.00400 0.68634 -2.49755 0.4 0.2 0.0 0.13
C -0.07423 0.16599 -0.32211 2.8 -3.3 1.5 -0.11
C 0.91529 -0.87153 -1.14126 -2.4 0.7 3.2 0.22
C 1.88549 -1.76302 -0.46112 -0.6 2.6 1.4 -0.69
C -0.25487 1.41308 1.86307 0.7 3.5 -0.3 -0.69
C -0.27300 0.07939 1.13541 -1.3 1.4 -0.6 -0.05
N 0.90278 -0.30616 -2.40264 0.8 -0.3 -0.2 -0.60
N -1.89052 -0.36609 1.39870 -0.3 -1.9 0.5 -0.80
H -1.32002 1.77998 -1.09586 1.7 -1.1 -0.6 0.23
H -0.22753 1.23463 -3.34873 -0.1 0.5 -1.7 0.23
H 1.79428 -2.74326 -0.81972 0.8 -1.5 -0.4 0.25
H 2.83508 -1.24447 -0.40812 1.1 -0.5 -1.0 0.24
H 1.74128 -1.72844 0.65024 -0.7 -0.5 -0.9 0.22
H -1.16028 2.08363 1.53396 1.4 -1.4 0.9 0.22
H -0.06368 1.53913 2.99297 -0.7 -0.9 -1.7 0.26
H 0.58421 2.03674 1.40434 -0.8 -0.9 0.7 0.26
H 0.24688 -0.74012 1.64330 0.0 0.3 -0.3 0.24
H 1.38546 -0.72055 -3.13251 0.7 -0.6 -1.7 0.42
H -1.93639 -0.58543 2.47636 -0.6 0.4 -2.8 0.45
H -1.95167 -1.23042 0.78126 -0.3 1.0 1.5 0.44
H -2.65831 0.27635 1.03237 1.5 -0.7 1.0 0.44
```
Forces are in eV/Å.

Molar mass (g mol⁻¹): 125.19
2S+1: 3
LUMO level (spin up / spin down) (Ha): -0.11575 / -0.18488
Total charge: +1
Expectation value of S²: 2.020
HOMO-LUMO gap (spin up / spin down) (eV): 5.23 / 8.44
E_tot (Eh): -383.60375
Energy relative to the best compared isomer or geometry (same formula, charge and spin) (kJ/mol): 103.4



Here is a cluster of 2 separate species, C30H36BF3O4 in total at a distorted geometry from OMol25. Energies are from wB97M-V/def2-TZVPD.

Geometry as XYZ:
```
74
Properties=species:S:1:pos:R:3:forces:R:3:lowdin_charge:R:1
C -5.75934 0.13606 -0.57108 -0.1 0.0 -0.1 -0.02
C -4.54246 0.59344 0.21370 -0.2 0.2 0.7 -0.48
C -3.85419 1.74255 -0.52935 0.0 0.2 0.0 -0.01
C -4.83851 0.99525 1.73839 0.0 -0.1 -0.4 -0.49
C -5.31727 2.41793 1.97972 -0.2 0.1 -0.2 -0.02
C -5.81278 -0.00347 2.37286 -0.2 -0.1 -0.1 -0.02
O -3.56710 0.84728 2.34865 -0.8 0.5 -0.1 0.04
B -2.85364 -0.09214 1.53277 3.2 -1.0 0.9 -0.84
C -1.39119 0.47997 1.01005 -1.4 0.0 0.0 -0.11
C -0.80256 0.01870 -0.16288 1.2 0.2 -0.4 -0.02
C 0.48517 0.44902 -0.52591 -0.6 -0.3 0.3 -0.01
C 1.15551 1.33392 0.31683 0.7 0.5 -0.3 -0.16
C 2.54397 1.79692 -0.03302 0.0 0.0 -0.1 -0.51
F 2.95561 2.83733 0.76160 0.0 -0.6 -0.5 0.09
F 3.49011 0.81045 0.12932 -0.4 0.6 -0.2 0.10
F 2.65703 2.21840 -1.32183 0.1 -0.2 0.7 0.12
C 0.54905 1.85005 1.45462 -0.7 -0.3 0.2 -0.04
C -0.73172 1.40703 1.79561 1.3 0.4 0.0 -0.04
C -2.19666 -1.36772 2.59561 -1.2 1.2 -1.0 -0.15
C -2.37992 -2.65688 1.84938 0.3 -0.9 0.2 -0.15
O -3.63682 -0.48938 0.38785 -0.8 -0.1 0.1 0.04
H -6.49637 0.94527 -0.63684 0.0 -0.1 0.1 0.09
H -5.47136 -0.12069 -1.59604 0.0 0.0 0.1 0.09
H -6.23369 -0.73937 -0.11906 0.1 0.1 -0.1 0.08
H -4.57331 2.53267 -0.78078 0.1 -0.1 0.1 0.09
H -3.05096 2.18433 0.07624 -0.2 -0.1 -0.2 0.09
H -3.42374 1.36753 -1.46724 -0.1 0.0 0.2 0.10
H -6.22902 2.61954 1.40710 0.0 0.1 0.1 0.08
H -5.55028 2.54679 3.04323 0.1 0.0 -0.1 0.08
H -4.55460 3.15235 1.70219 -0.1 -0.2 0.0 0.08
H -6.82371 0.11952 1.96122 0.1 0.0 0.1 0.08
H -5.49546 -1.04211 2.19166 0.0 0.3 0.0 0.09
H -5.85706 0.16497 3.45676 0.1 0.0 -0.2 0.09
H -1.31714 -0.69389 -0.80764 -0.1 0.2 0.2 0.12
H 0.93774 0.11080 -1.45702 0.0 0.0 0.2 0.12
H 1.05529 2.58481 2.07016 0.0 0.0 -0.1 0.10
H -1.18165 1.76895 2.71581 -0.2 0.0 -0.1 0.12
H -1.14652 -1.08967 2.76139 -0.2 -0.2 0.0 0.05
H -2.75576 -1.29682 3.54082 0.1 -0.2 -0.1 0.09
H -2.11504 -3.53683 2.44619 0.1 -0.3 0.0 0.05
H -3.41577 -2.80319 1.52214 0.2 0.2 0.0 0.07
H -1.74608 -2.67652 0.95178 -0.2 0.0 0.1 0.07
C 5.71786 1.82764 2.89372 -0.4 -0.2 -0.2 -0.04
O 5.11055 0.56368 2.51974 -0.6 0.1 0.7 -0.07
C 3.88055 0.24883 2.99841 0.2 0.3 -0.2 -0.25
C 3.37939 -1.03344 2.66681 0.3 0.4 0.1 0.02
C 2.19598 -1.46321 3.21511 -0.4 0.0 0.2 0.02
C 1.41567 -0.61752 4.06533 -0.3 0.6 -0.7 -0.19
C 0.28904 -1.14298 4.77761 1.3 -0.3 0.5 0.11
C 0.01790 -0.85354 6.14792 -0.7 0.3 0.2 -0.17
C -0.96464 -1.64800 6.82470 0.3 0.0 -0.1 0.02
C -1.16043 -1.55788 8.18216 0.0 0.2 0.4 0.02
C -0.41920 -0.61922 8.94429 0.0 0.0 0.2 -0.23
O -0.69453 -0.57557 10.27509 0.5 0.3 -1.1 -0.06
C -0.07466 0.45396 11.07798 0.0 -0.3 -0.1 -0.05
C 0.55132 0.19359 8.30779 -0.4 -0.1 0.1 0.01
C 0.73882 0.08738 6.93950 0.1 -0.2 0.3 0.02
C 1.82769 0.74225 4.16255 0.3 -0.3 0.7 -0.04
C 3.07561 1.14364 3.73960 0.5 0.1 -0.3 0.00
H 6.75016 1.76518 2.53936 -0.3 0.0 0.1 0.10
H 5.20035 2.65631 2.38529 0.1 -0.3 0.2 0.10
H 5.70666 1.98256 3.98509 0.0 -0.2 -0.4 0.10
H 3.97948 -1.63427 1.98545 -0.2 0.0 0.3 0.13
H 1.86756 -2.49161 3.05964 0.0 0.3 -0.1 0.13
H -0.22248 -2.00973 4.34886 0.2 0.2 0.2 0.12
H -1.52764 -2.37072 6.23383 0.0 0.2 0.2 0.13
H -1.87604 -2.17767 8.73162 0.2 0.2 -0.4 0.13
H -0.44252 0.23971 12.07960 0.1 0.2 -0.1 0.10
H 1.02719 0.38218 11.06602 -0.5 -0.1 0.0 0.10
H -0.39400 1.45480 10.75672 0.1 -0.3 0.0 0.10
H 1.14822 0.88490 8.90836 -0.2 -0.2 -0.4 0.11
H 1.49656 0.72208 6.49216 -0.1 -0.3 0.1 0.10
H 1.16472 1.48566 4.60960 0.2 -0.3 -0.1 0.13
H 3.45921 2.14901 3.94708 -0.5 -0.4 -0.3 0.12
```
Forces are in eV/Å.

Molar mass (g mol⁻¹): 528.42
2S+1: 1
LUMO level (Ha): -0.10133
HOMO-LUMO gap (eV): 3.52
E_tot (Eh): -1790.13268
Energy relative to the best compared isomer or geometry (same formula, charge and spin) (kJ/mol): 289.0



Look up the E_tot of the fourth one. -1790.13268 Eh